Record 1
5
Properties=species:S:1:pos:R:3:forces:R:3 method="wB97M-V/def2-TZVPD" s2=2.0055 e_tot_ev=-5328.356 spin_multiplicity=3 max_force_ha_per_bohr=0.1894 total_charge=+1
Pt 0.4434 1.0708 -0.2463 7.1334 5.6003 -3.2696
O -0.8433 0.1559 0.2985 -7.3605 -5.3539 3.4639
H -1.7514 0.1896 -0.0037 -1.0059 0.5465 -0.2585
H 0.6816 -0.7647 0.1679 2.7524 -0.3933 -0.8450
H 1.4697 -0.6515 -0.2163 -1.5193 -0.3996 0.9092

Record 2
15
Properties=species:S:1:pos:R:3:forces:R:3 method="wB97M-V/def2-TZVPD" e_tot_ev=-8291.165 max_force_ha_per_bohr=0.0209 de_lowest_kj_mol=369.64
C 0.1647 -1.0288 -1.5790 0.1733 -0.0053 -0.1476
C -1.1920 0.8029 -0.4482 -0.2441 0.0803 0.2217
N -0.6069 -0.6081 -0.3971 0.0911 -0.2640 -0.0579
C -0.1883 0.4406 0.5924 0.1091 -0.0189 0.0249
C 1.2297 0.9672 0.6218 0.0017 0.0137 -0.0650
C -0.6921 0.1147 1.9288 -0.4857 -0.0877 0.8933
N -1.1725 -0.0409 2.9715 0.5170 0.0371 -0.9400
H -0.2386 -0.4790 -2.4290 0.1219 -0.0927 0.0772
H 1.2263 -0.7957 -1.4746 -0.1596 -0.0651 0.0739
H 0.0452 -2.1046 -1.7406 0.0368 0.1622 0.1673
H -2.1952 0.7248 -0.0150 0.0875 0.1046 -0.0802
H -1.1000 -1.3780 0.0509 -0.0495 0.2081 -0.0741
H 1.6461 1.0613 -0.3832 -0.1451 -0.0075 0.1037
H 1.1888 1.9718 1.0530 0.0291 -0.1173 -0.0509
H 1.8846 0.3517 1.2483 -0.0835 0.0526 -0.1465

Record 3
180
Properties=species:S:1:pos:R:3:forces:R:3 method="wB97M-V/def2-TZVPD" e_tot_ev=-168276.324 max_force_ha_per_bohr=0.0818
C 2.7760 3.8743 -4.8134 -0.5495 0.6570 -0.0005
S 4.3610 4.3406 -5.5909 -0.0020 -1.8379 -2.6575
O 4.3418 3.5493 -6.9401 0.1854 1.3857 2.4975
C 3.8978 6.0393 -6.0146 -1.2279 -0.1289 0.5221
H 2.3453 4.7377 -4.3062 0.0042 0.1724 -0.1011
H 2.7244 3.0782 -4.0707 0.8696 -0.1614 -0.1928
H 2.1286 3.5881 -5.6423 -0.0054 0.1115 -0.0922
H 2.8831 5.9888 -6.4093 -0.0305 -0.0555 -0.2229
H 4.5087 6.5899 -6.7300 0.4250 -0.5332 0.2958
H 3.8015 6.5391 -5.0507 0.2923 0.3410 -0.0196
C 1.6675 6.2783 -0.2977 0.0205 -0.0276 -0.2429
S 1.9089 6.9646 -2.0114 -2.5977 0.7429 0.7237
O 0.5247 6.8945 -2.6878 1.9040 -0.0734 0.7593
C 2.0774 8.7113 -1.4616 0.5294 0.1665 -0.7584
H 1.8437 5.2046 -0.2320 0.0809 0.0118 -0.4389
H 0.6329 6.4420 0.0035 -0.0473 0.2256 -0.2521
H 2.3326 6.7515 0.4247 0.0988 0.1757 -0.2122
H 3.1284 8.7930 -1.1845 -0.0639 0.1490 0.4411
H 1.3838 9.1418 -0.7394 -0.0102 -0.8684 0.4180
H 1.9509 9.3833 -2.3105 0.0733 -0.4509 -0.4826
C -2.2993 -1.5782 -2.9322 -0.0254 0.5151 0.4955
S -3.4466 -0.3952 -3.7653 0.9811 -0.5330 -0.3105
O -4.6240 -1.2426 -4.1174 -0.4531 0.1571 0.2702
C -3.8908 0.7164 -2.3964 0.3246 -0.9781 -0.5663
H -1.8155 -2.1976 -3.6873 -0.2866 0.0897 -0.1357
H -2.8264 -2.1965 -2.2056 -0.4429 -0.0183 -0.2310
H -1.5175 -1.1082 -2.3355 0.1081 0.4901 -0.1922
H -4.6783 1.3730 -2.7664 -0.0683 -0.1829 0.0865
H -2.9986 1.3091 -2.1947 -0.0178 -0.1052 0.3737
H -4.1987 0.0195 -1.6169 -0.0720 0.5358 0.4631
C -3.1103 -3.2840 2.9647 0.2691 -0.5000 0.1438
S -4.0835 -3.2028 1.4625 0.5646 1.2943 -1.5122
O -3.3273 -2.2366 0.4654 -1.4907 -2.3348 1.8198
C -3.8173 -4.9188 0.8916 0.5354 -0.2630 0.5269
H -3.2171 -2.4567 3.6663 -0.4038 0.3054 -0.4276
H -2.0535 -3.3964 2.7228 0.0276 -0.1930 -0.1320
H -3.4858 -4.1635 3.4878 0.1383 -0.1272 0.0612
H -2.7635 -5.1740 1.0033 0.0844 0.2268 -0.3951
H -4.1730 -5.0328 -0.1324 0.1256 0.3167 0.1029
H -4.2982 -5.6900 1.4933 -0.6106 0.5150 0.3200
C 2.6164 -0.6705 -5.7397 -0.3006 -0.6203 -0.3954
S 4.0342 -1.7983 -6.2528 -0.1537 -0.7690 0.1910
O 3.7034 -3.1895 -5.7645 0.0392 0.9800 0.1864
C 3.8017 -2.0318 -8.0525 -0.1485 -0.0475 -0.2642
H 2.8283 0.3857 -5.5737 0.5789 -0.0017 -0.7968
H 2.2259 -0.9587 -4.7637 0.3470 -0.7890 -0.0033
H 1.8180 -0.8382 -6.4625 -0.0433 0.2986 0.0096
H 4.4410 -2.8296 -8.4304 0.6846 0.0312 0.8082
H 4.0566 -1.1689 -8.6677 -0.5096 0.2520 0.2149
H 2.8377 -2.5054 -8.2381 -0.4674 0.7233 0.1407
C 5.1235 0.0198 -3.0095 0.7540 -0.2558 0.4709
S 6.3948 0.1103 -1.6321 0.5962 2.3382 -1.1561
O 7.6821 0.5585 -2.3432 -1.8491 -0.8543 0.9998
C 5.7303 1.7001 -0.8538 -0.4358 -0.0309 -0.1968
H 5.5893 -0.6968 -3.6860 0.0649 0.1823 -0.1680
H 5.0392 1.0061 -3.4658 0.0929 -0.0967 -0.0010
H 4.1553 -0.4059 -2.7461 0.0558 0.1695 0.4938
H 6.4491 2.2621 -0.2576 0.4554 -0.7115 0.0318
H 4.8520 1.5231 -0.2330 0.0418 -0.4742 0.0979
H 5.3970 2.4286 -1.5930 0.1578 -0.3413 -0.5639
C -7.3839 -0.4564 -1.9262 0.2586 -0.9952 0.6066
S -6.6346 -1.4400 -0.5711 -1.0864 -0.6451 1.5011
O -7.5041 -1.2765 0.6828 1.0074 0.2253 -1.6446
C -7.0582 -3.1450 -1.1842 1.3546 1.8525 -0.5297
H -6.8866 -0.6683 -2.8727 0.0705 -0.2318 0.0289
H -7.2190 0.5925 -1.6799 -0.4567 -0.1093 0.1535
H -8.4039 -0.8391 -1.8925 -0.2313 0.7494 -0.3108
H -6.6482 -3.8268 -0.4391 -0.7188 -0.0241 0.0942
H -6.3851 -3.1775 -2.0410 -0.1785 -0.4116 -0.4235
H -8.1028 -3.1777 -1.4938 0.1024 -0.3684 0.4369
N -0.5321 4.6659 -3.9333 0.4912 -4.1230 0.6691
C -0.0291 3.6742 -3.0638 -1.2442 0.1634 -0.1957
C -0.4791 2.4128 -3.4873 0.9625 1.4791 -0.1027
C -1.1176 2.5554 -4.7591 -0.3206 2.4789 1.6949
C -1.2108 3.9733 -4.9131 0.0595 0.0656 -0.5578
H -0.3654 5.6536 -3.8038 0.0458 0.1615 -0.0111
H 0.3894 3.9786 -2.1158 0.1698 -0.1017 -0.0901
H -0.3768 1.5001 -2.9189 0.2745 -0.0383 -0.0856
H -1.5871 1.7031 -5.2276 -0.1513 0.5340 -0.5173
H -1.7211 4.6801 -5.5506 -0.1525 -0.7641 -0.8404
N 5.9996 -4.2825 5.7829 -1.9373 0.7946 -1.6485
C 5.0302 -4.7648 4.8725 0.4959 1.0337 0.0547
C 4.2887 -3.6845 4.4014 0.3463 -0.8273 0.6618
C 4.7254 -2.4846 5.0586 1.1456 -1.9657 -0.0124
C 5.7997 -2.9152 5.8316 -0.6075 0.7903 0.9987
H 6.8115 -4.7531 6.1563 -0.4233 -0.0169 -0.0962
H 4.9275 -5.8007 4.5847 0.2903 0.0415 0.1635
H 3.4792 -3.8160 3.6986 -0.0332 0.2601 0.0311
H 4.3203 -1.4879 4.9641 0.1323 -0.1310 0.1017
H 6.2252 -2.3513 6.6485 0.5308 0.0513 -0.2718
N -2.7974 5.0555 -2.0128 -1.4610 1.5162 0.2537
C -3.3811 6.3184 -1.9308 0.9667 0.5460 -0.9419
C -3.4276 6.7578 -0.6089 -1.0155 -0.7319 -2.2195
C -3.1003 5.6098 0.1185 0.3118 -0.0745 1.2117
C -2.6964 4.6341 -0.7509 0.7609 -1.2908 1.7196
H -2.4307 4.5955 -2.8338 -0.2909 0.0748 0.1015
H -3.7145 6.7706 -2.8531 0.2721 0.3375 0.1111
H -3.8138 7.7216 -0.3116 -0.0324 -0.2232 0.1759
H -3.2149 5.4995 1.1867 0.3312 -0.0373 -0.0091
H -2.3128 3.6683 -0.4570 -0.0187 -0.0939 -0.3464
N -3.6999 0.2064 2.2229 1.1976 -0.2599 -0.1935
C -2.5667 0.5721 2.9251 -0.7121 -0.1908 1.0480
C -2.5055 1.9524 2.9615 -0.1779 -0.1988 -1.1236
C -3.4829 2.4346 2.0451 -1.0414 -2.2786 -0.3248
C -4.2107 1.2658 1.5868 0.6483 3.3130 0.4349
H -4.0631 -0.7285 2.1036 0.3680 0.3023 -0.1470
H -1.9501 -0.1987 3.3634 -0.1046 0.1937 0.2288
H -1.8276 2.6249 3.4662 0.2789 -0.4202 0.0250
H -3.5888 3.4784 1.7887 -0.3859 -0.2702 -0.1663
H -4.9991 1.1684 0.8552 -0.0905 0.0361 0.2703
N 5.8590 -3.6159 -1.4068 0.0788 0.2966 -0.4273
C 5.3291 -3.4330 -0.1746 -1.5494 -1.3596 0.1505
C 3.9330 -3.4461 -0.3986 1.1346 0.8191 3.7161
C 3.6587 -3.3906 -1.7385 -1.3710 -0.5994 -0.1610
C 4.8475 -3.5840 -2.3113 2.2477 0.4447 -3.2406
H 6.8297 -3.7176 -1.6666 -0.2530 0.1563 0.2147
H 5.9340 -3.6022 0.7040 -0.2483 0.2587 0.0869
H 3.2109 -3.4846 0.4036 -0.0599 0.3014 0.0562
H 2.6696 -3.3143 -2.1654 0.2518 -0.0661 -0.2874
H 5.1337 -3.5447 -3.3520 -0.2792 -0.2342 -0.1550
N -0.9649 -1.0647 0.3700 2.4035 1.9367 -0.0472
C 0.1495 -1.8074 0.1077 -2.3923 -2.6930 0.8921
C 1.1502 -1.0785 -0.3825 1.2077 2.1160 -0.6718
C 0.6512 0.2743 -0.4335 -0.1978 -0.1366 0.6638
C -0.5939 0.2489 0.1411 -1.6583 -0.3598 -0.4701
H -1.8408 -1.4140 0.7319 -0.1268 -0.0168 -0.1474
H -0.0683 -2.8445 0.3162 1.0165 -0.3358 -0.1791
H 2.1890 -1.2835 -0.5950 -0.2691 -0.6052 -0.1200
H 1.1608 1.1476 -0.8131 0.0675 -0.0230 0.1815
H -1.3731 0.9626 0.3648 0.3239 0.5548 -0.2235
N 1.0800 0.0799 7.4893 -0.9369 0.1088 1.3051
C 1.1936 -1.1363 6.8602 1.0958 1.5770 -0.4923
C 0.7267 -0.8981 5.5795 0.3799 -1.0855 -0.2004
C 0.2368 0.4052 5.5328 -0.7253 1.0790 -1.5790
C 0.3503 0.9855 6.7447 1.7328 -0.2520 1.3123
H 1.5224 0.3209 8.3646 -0.4149 -0.3111 -0.0060
H 1.8979 -1.8192 7.3118 -0.4278 -0.4960 -0.3120
H 0.7696 -1.5164 4.6951 0.0638 -0.3364 0.2792
H 0.0193 0.9591 4.6315 -0.6487 -0.2336 -0.0552
H 0.1397 1.9519 7.1786 -0.0133 0.0100 -0.3994
N 1.9347 -5.9270 2.4440 -1.9249 -0.9109 0.8061
C 1.1275 -5.6603 3.5116 -0.1449 0.2580 1.4376
C -0.1393 -6.2052 3.3529 1.1450 0.4820 0.1208
C -0.1290 -6.8835 2.1060 1.2012 0.5475 0.4468
C 1.1742 -6.7409 1.6408 -0.0545 0.0934 -2.0981
H 2.8957 -5.6209 2.3911 -0.2385 -0.4129 -0.3968
H 1.5918 -5.3049 4.4196 -0.2455 0.4729 -0.0354
H -0.9075 -6.1426 4.1093 -0.0424 -0.0650 -0.1487
H -0.9863 -7.3507 1.6441 0.3851 -0.1851 -0.1967
H 1.5766 -7.0048 0.6739 -0.1294 -0.1828 -0.0006
N -2.2749 -5.5359 -2.1434 -1.0577 0.2723 -0.3007
C -1.5716 -4.7893 -1.2928 1.1184 2.1201 1.7766
C -0.2200 -4.8431 -1.6155 -1.1520 0.8837 1.8570
C -0.1819 -5.7122 -2.6530 2.4794 -1.6059 -2.8765
C -1.4161 -6.0373 -3.0659 -1.6341 -1.8215 -0.3955
H -3.2794 -5.6360 -2.1111 0.3336 0.0556 -0.2975
H -2.0443 -4.1478 -0.5638 0.0700 -0.0845 -0.2579
H 0.6194 -4.3279 -1.1723 -0.2719 -0.1129 0.1664
H 0.6877 -6.1584 -3.1126 0.1905 0.3851 -0.1335
H -1.7977 -6.7264 -3.8047 0.3259 0.0504 -0.0492
N -3.5286 -0.1147 6.3968 -0.1569 1.2593 -0.2001
C -2.8394 -1.1875 6.0342 1.8977 -0.8827 -1.4719
C -3.5303 -2.3076 6.3474 -0.1280 -1.0925 1.4652
C -4.6460 -1.8974 7.1160 -0.8924 1.5882 -1.1174
C -4.6959 -0.4962 6.9652 -0.2009 -1.0201 1.8394
H -3.1455 0.8169 6.3236 -0.4301 -0.1009 -0.1429
H -1.8782 -1.1154 5.5472 -0.1171 0.1416 0.1168
H -3.1991 -3.3310 6.2512 0.1178 0.0959 -0.1489
H -5.3658 -2.5186 7.6282 -0.0664 0.1036 -0.2197
H -5.3466 0.2520 7.3932 -0.0844 -0.2004 -0.0488
N 0.4827 5.9607 3.5381 1.6294 -0.6043 1.6106
C -0.4807 5.7349 2.6400 -0.3892 -0.3597 -1.9750
C -0.2732 4.4769 2.0256 -0.3423 1.4699 1.3618
C 0.8421 3.9240 2.6984 0.0428 0.6113 1.2508
C 1.2800 4.8479 3.6709 -0.2987 -1.4324 -1.8737
H 0.6455 6.8086 4.0623 -0.3383 -0.1633 -0.1912
H -1.1041 6.5825 2.3966 -0.3692 -0.3628 -0.1773
H -0.9451 4.0219 1.3129 0.2708 0.0605 -0.0086
H 1.2138 2.9124 2.6271 0.0794 0.0688 -0.2025
H 2.1173 4.6613 4.3270 -0.2077 0.6928 0.2140